The following is a DFT calculation (ωB97M-V/def2-TZVPD) of a 2-piece molecular cluster, C29H41N4O4 overall.

Last column: Löwdin charge in e.
Element x y z (Å)
C1 5.32955 -1.77337 1.46648  -0.149
C2 6.09400 -2.29739 0.11751  -0.255
C3 5.32422 -2.00242 -1.29503  -0.201
C4 3.71681 -2.34900 -1.30515  -0.306
C5 3.33262 -3.73954 -0.46744  -0.097
C6 2.77041 -1.06393 -0.90876  -0.039
C7 3.45215 0.36868 -0.37826  0.044
C8 2.54644 1.66766 0.05331  -0.081
C9 3.32300 3.02769 0.56507  -0.190
C10 3.05548 3.30494 2.16008  -0.121
C11 4.40892 3.18985 3.09408  -0.294
N1 5.78670 3.70737 2.73117  0.056
O1 4.26978 2.55960 4.29372  -0.086
C12 0.87466 1.64728 0.00118  -0.083
N2 0.19641 2.90186 0.47889  0.136
C13 -1.28556 2.65567 0.40267  -0.151
O2 -2.15961 3.77568 0.88860  -0.111
C14 -2.05946 1.32959 -0.13510  -0.090
C15 -3.73029 1.27809 -0.12440  -0.145
C16 -4.11472 -0.31534 -0.27402  -0.229
C17 -5.71566 -0.65013 -0.19068  -0.181
C18 -6.39188 -0.33227 1.29954  -0.217
N3 -5.95805 -1.34275 2.34733  0.007
C19 -5.25352 -0.60525 3.47527  -0.322
C20 -3.68274 -0.98285 3.85309  -0.039
O3 -5.88820 0.34394 4.19639  -0.085
N4 -1.30496 0.12499 -0.61350  0.111
C21 0.18778 0.26974 -0.52883  -0.063
C22 1.10341 -1.05128 -0.99323  -0.035
C23 0.26114 -2.37239 -1.55292  -0.149
C24 -0.44267 -1.91338 -2.99975  -0.143
C25 0.56430 -1.24068 -4.14458  -0.012
C26 -0.18121 -0.85077 -5.58869  -0.062
C27 -1.79958 -1.10447 -5.86031  -0.075
C28 -2.78186 -1.74510 -4.67830  -0.070
C29 -2.07334 -2.15479 -3.25799  -0.052
H1 5.53586 -0.62416 1.71744  0.077
H2 4.17115 -1.93577 1.48522  0.064
H3 5.77159 -2.36359 2.39469  0.088
H4 7.14566 -1.73484 0.08919  0.120
H5 6.31308 -3.44657 0.27003  0.104
H6 5.58438 -0.90959 -1.66573  0.110
H7 5.81861 -2.72729 -2.10332  0.128
H8 3.44890 -2.60416 -2.44046  0.137
H9 4.29802 -4.39564 -0.22211  0.094
H10 2.67579 -3.53416 0.48279  0.089
H11 2.68879 -4.42946 -1.19886  0.079
H12 4.63502 0.51018 -0.29696  0.098
H13 4.46884 2.94960 0.26960  0.112
H14 2.89079 3.95352 -0.05186  0.124
H15 2.33535 2.42719 2.52958  0.127
H16 2.47258 4.31380 2.26667  0.123
H17 6.27176 3.09727 2.03015  0.081
H18 6.35804 3.61840 3.62455  0.103
H19 -2.56193 3.48020 1.77670  0.110
H20 -4.20630 1.96363 -0.96126  0.133
H21 -4.03583 1.64185 0.96793  0.093
H22 -3.49290 -0.98148 0.48844  0.110
H23 -3.76533 -0.64230 -1.36782  0.107
H24 -6.27870 -0.06781 -1.05112  0.124
H25 -5.81814 -1.83323 -0.31339  0.126
H26 -6.12475 0.76584 1.60397  0.096
H27 -7.56645 -0.37042 1.13211  0.130
H28 -5.33160 -2.08458 1.94930  0.109
H29 -3.23371 -1.51069 2.89878  0.068
H30 -3.04478 -0.01322 4.13080  0.100
H31 -3.67873 -1.71566 4.78961  0.106
H32 0.94094 -3.28505 -1.82204  0.096
H33 -0.65512 -2.65946 -0.85838  0.114
H34 1.71366 -1.04868 -3.97142  0.088
H35 0.46461 -0.37134 -6.45003  0.079
H36 -2.30154 -0.83742 -6.90389  0.085
H37 -3.91695 -1.86218 -4.93896  0.079
H38 -2.69937 -2.64014 -2.38772  0.078
O4 -4.79038 5.03690 1.31341  0.328
H39 -3.97734 4.48468 1.18597  0.130
H40 -4.69607 5.64662 2.08889  0.215
H41 -5.60202 4.47369 1.39207  0.211

Atoms 1-3, force components in eV/Å:
0.4 0.2 1.0
0.3 0.4 0.5
0.7 -0.6 -0.3

Computed properties:
DFT total energy ... -44853.704 eV
Highest occupied orbital energy ... -9.9 eV
Largest force on an atom ... 0.1601 Eh/bohr
Total charge ... +1
Kohn-Sham gap ... 5.13 eV